[1]
# C22H37AsN6ReS6Si4Te

A structure of composition C22H37AsN6ReS6Si4Te in a non-equilibrium geometry (wB97M-V/def2-TZVPD, OMol25).

Last column: Löwdin charge in e.
CARTESIAN COORDINATES (ANGSTROEM)
1 Re 0.780 0.350 -2.108  0.32
2 S -0.004 -0.989 -9.558  1.12
3 N -0.600 -1.786 -8.293  -0.19
4 C -0.138 -1.172 -7.212  -0.30
5 C -0.417 -1.560 -5.845  -0.06
6 C -1.153 -2.693 -5.496  0.07
7 C -1.340 -2.976 -4.159  0.00
8 C -0.812 -2.121 -3.204  -0.11
9 N -0.099 -1.031 -3.517  -0.06
10 C 0.121 -0.770 -4.830  -0.12
11 C 1.001 0.347 -5.128  -0.13
12 N 1.535 0.979 -4.056  -0.05
13 C 2.371 1.988 -4.283  -0.13
14 C 2.712 2.414 -5.565  0.02
15 C 2.172 1.777 -6.657  0.06
16 C 1.294 0.710 -6.438  -0.06
17 C 0.688 -0.068 -7.500  -0.30
18 N 0.847 0.146 -8.799  -0.19
19 H -1.548 -3.333 -6.274  0.14
20 H -1.880 -3.857 -3.843  0.12
21 H -0.947 -2.317 -2.149  0.05
22 H 2.791 2.458 -3.410  -0.02
23 H 3.405 3.235 -5.678  0.13
24 H 2.416 2.073 -7.668  0.14
25 S 0.998 2.483 -1.176  -0.08
26 As 3.050 3.347 -0.836  0.36
27 S 2.490 -0.631 -1.367  0.14
28 S 2.162 -1.429 0.616  0.01
29 S 4.469 2.097 -1.497  0.04
30 C 0.024 -2.040 5.297  -0.20
31 Si -0.639 -1.990 3.554  0.34
32 C -0.275 -3.588 2.647  -0.21
33 C -2.463 -1.544 3.536  -0.21
34 Si 0.609 -0.278 2.433  0.32
35 Te -0.254 -0.681 0.082  0.63
36 Si 2.689 0.495 3.499  0.39
37 C 3.497 1.731 2.385  -0.22
38 C 3.612 -1.106 3.700  -0.19
39 C 2.086 1.178 5.128  -0.21
40 Si -1.708 2.942 2.897  0.86
41 C -3.364 3.169 2.178  -0.16
42 C -1.544 2.109 4.510  -0.14
43 C -0.252 3.658 2.094  -0.17
44 H -0.356 -2.930 5.805  0.06
45 H -0.289 -1.176 5.885  0.03
46 H 1.112 -2.098 5.326  0.02
47 H -1.131 -4.263 2.724  0.05
48 H 0.574 -4.090 3.115  0.05
49 H -0.023 -3.466 1.592  -0.01
50 H -3.047 -2.466 3.497  0.05
51 H -2.774 -0.916 2.697  -0.02
52 H -2.737 -1.037 4.462  0.03
53 H 3.421 1.399 1.351  -0.04
54 H 4.563 1.796 2.619  0.06
55 H 3.074 2.731 2.485  0.03
56 H 3.875 -1.568 2.752  0.00
57 H 3.077 -1.837 4.306  0.03
58 H 4.543 -0.866 4.225  0.06
59 H 1.683 2.187 5.032  0.03
60 H 2.934 1.241 5.817  0.06
61 H 1.350 0.535 5.610  0.02
62 H -4.045 2.376 2.489  0.05
63 H -3.330 3.211 1.089  0.04
64 H -3.769 4.124 2.537  0.07
65 H -2.286 1.320 4.637  0.04
66 H -1.744 2.860 5.288  0.08
67 H -0.542 1.718 4.692  0.01
68 H -0.064 3.186 1.119  -0.04
69 H 0.640 3.564 2.713  0.04
70 H -0.439 4.717 1.885  0.08
71 N -3.447 -2.382 0.000  0.13
72 C -3.832 -1.171 -0.400  -0.87
73 N -4.938 -1.050 -1.117  0.14
74 S -2.928 0.247 -0.032  0.51
75 H -4.025 -3.196 -0.147  0.14
76 H -2.711 -2.457 0.682  0.06
77 H -5.550 -1.829 -1.311  0.14
78 H -5.224 -0.137 -1.433  0.12

Atoms 1-3, force components in eV/Å:
Re 0.72 -0.07 -0.50
S 0.00 0.01 0.04
N 0.10 0.10 -0.01

Frontier orbital gap (eV): 5.4
Net charge: +3
HOMO energy (eV): -14.7815
Total energy (a.u.): -7317.508637



[2]
# C5H5O6P

The molecule C5H5O6P in a non-equilibrium geometry (wB97M-V/def2-TZVPD, OMol25).

Last column: natural (NBO) charge in e.
CARTESIAN COORDINATES (ANGSTROEM)
1 C 1.085 -1.717 -0.436  -0.69
2 C 1.049 -0.285 -0.036  0.07
3 C 0.030 0.490 0.312  -0.58
4 P -1.679 -0.146 0.325  2.32
5 O -1.764 -1.483 0.879  -1.07
6 O -2.686 0.924 0.981  -0.96
7 O -2.101 -0.231 -1.262  -0.96
8 C 0.546 1.865 0.634  0.78
9 O -0.006 2.852 0.836  -0.48
10 O 1.946 1.789 0.696  -0.49
11 C 2.272 0.643 0.042  0.75
12 O 3.284 0.356 -0.443  -0.49
13 H 0.966 -2.319 0.478  0.27
14 H 0.272 -1.994 -1.113  0.26
15 H 2.053 -2.002 -0.863  0.25
16 H -3.561 0.691 0.624  0.51
17 H -1.706 0.567 -1.657  0.49

Atoms 1-3, force components in eV/Å:
C 0.47 -0.24 0.25
C 0.15 0.54 0.16
C -1.26 0.55 0.16

Frontier orbital gap (eV): 10.1
Net charge: 0
HOMO energy (eV): -11.1199
Total energy (a.u.): -986.425072
SMILES: CC1=C(P(=O)(O)O)C(=O)OC1=O



[3]
# C2H3Br2N

The molecule C2H3Br2N in a non-equilibrium geometry (wB97M-V/def2-TZVPD, OMol25).

Last column: natural (NBO) charge in e.
CARTESIAN COORDINATES (ANGSTROEM)
1 H -1.532 1.418 -1.169  0.38
2 N -1.226 0.503 -0.828  -0.56
3 C -0.365 0.543 0.010  0.26
4 Br 0.387 2.324 0.657  -0.11
5 C 0.396 -0.503 0.668  -0.38
6 Br -1.169 -2.111 1.169  -0.15
7 H 0.631 -0.252 1.714  0.27
8 H 0.944 -1.143 -0.123  0.29

Atoms 1-3, force components in eV/Å:
H -0.01 -0.40 0.06
N -1.99 0.23 -2.04
C 1.80 1.70 1.61

Frontier orbital gap (eV): 9.2
Net charge: 0
HOMO energy (eV): -10.3321
Total energy (a.u.): -5280.739507
SMILES: [H]/N=C(\Br)CBr



[4]
# C12H10BrCrN3

A structure of composition C12H10BrCrN3 in a non-equilibrium geometry (wB97M-V/def2-TZVPD, OMol25).

Last column: natural (NBO) charge in e.
CARTESIAN COORDINATES (ANGSTROEM)
1 C -1.798 -0.852 -0.809  -0.41
2 C -1.386 -1.309 0.486  -0.35
3 C -1.395 -0.176 1.359  -0.23
4 H -1.211 -2.349 0.760  0.22
5 C -1.692 0.995 0.610  -0.33
6 C -1.941 0.605 -0.729  -0.35
7 H -2.302 1.287 -1.507  0.20
8 H -2.048 -1.496 -1.654  0.20
9 H -1.443 -0.307 2.431  0.22
10 H -1.778 2.010 0.999  0.21
11 Cr 0.258 -0.135 -0.756  0.73
12 Br 1.806 -1.539 0.561  -0.62
13 C 2.052 0.639 -1.812  -0.31
14 C 0.877 1.389 -2.111  -0.38
15 C -0.061 0.473 -2.731  -0.31
16 H 0.756 2.472 -1.978  0.22
17 C 0.527 -0.848 -2.736  -0.37
18 C 1.854 -0.711 -2.245  -0.27
19 H 2.592 -1.510 -2.212  0.23
20 H 2.976 1.053 -1.414  0.23
21 H -1.028 0.751 -3.142  0.22
22 H 0.079 -1.786 -3.077  0.22
23 N 0.652 0.749 2.089  -0.56
24 C 0.932 0.459 3.201  0.49
25 N 1.444 0.184 4.344  -0.73
26 C 0.860 0.063 5.496  0.48
27 N 0.418 -0.112 6.575  -0.64

Atoms 1-3, force components in eV/Å:
C -0.44 0.81 0.35
C -1.74 1.12 0.43
C -1.66 -1.47 -0.72

Frontier orbital gap (spin up / spin down) (eV): 4.3 / 5.4
Net charge: -2
HOMO energy (spin up / spin down) (eV): 0.6163 / -0.5515
2S+1: 5
Total energy (a.u.): -4245.943250